Entry 1:
86
Properties=species:S:1:pos:R:3:forces:R:3:mulliken_charge:R:1 method="wB97M-V/def2-TZVPD" gap_ev="7.06 / 7.16" charge=+1 multiplicity=3 homo_energy_ev="-10.0 / -10.4" energy_ha=-4989.51383
W -1.07115 1.33413 -0.11746 -0.1 -0.2 0.4 0.817
Br -3.10155 -0.04527 -2.29968 -0.5 0.2 0.0 0.033
F 2.61897 -3.49981 -3.16518 0.0 0.0 0.0 -0.348
O -0.42748 1.09807 1.87774 0.0 0.0 -0.3 -0.651
O -4.81451 2.96515 1.12557 0.1 0.0 0.0 -0.748
O -0.18874 0.08699 3.83912 0.1 0.0 0.0 -0.763
O 0.36550 -0.21345 -0.25895 0.3 -0.1 0.1 0.953
N -0.82333 7.46480 1.96557 0.0 0.1 0.0 -0.473
N 0.15932 3.08935 0.35163 -0.2 0.3 0.0 0.599
N -2.23477 -0.58087 0.64539 0.4 0.3 -0.3 0.390
N 2.10800 -2.91114 2.27502 0.1 -0.1 0.0 0.244
N -2.29025 2.95863 -1.32178 0.1 -0.2 0.2 0.330
N -2.75647 1.92962 0.99883 0.0 0.0 -0.1 0.130
C -0.00271 0.13430 2.63886 -0.2 0.0 0.1 -0.318
C 1.01340 2.03330 -2.35465 0.1 0.0 -0.1 0.772
C -3.42059 3.37941 -0.73287 0.0 0.0 0.0 0.560
C -4.26044 4.33479 -1.27106 0.1 0.0 0.0 -0.793
C -0.67977 -1.84464 -5.07882 -0.1 0.0 0.1 -0.885
C -3.41421 -1.38541 2.54198 0.0 0.1 0.0 -1.116
C -2.03850 -1.84586 0.24143 -0.1 0.0 0.0 -0.152
C 0.45618 -1.09783 -5.06350 0.1 0.0 0.0 -0.909
C 2.93545 -4.18776 0.35659 -0.1 0.2 0.0 0.928
C -3.11316 1.09968 2.13972 -0.1 -0.1 0.0 -1.703
C 3.51902 -5.21666 1.27700 0.0 -0.1 0.0 -1.068
C 0.62088 -0.03095 -4.14553 0.1 0.0 -0.1 1.508
C -0.38564 4.26446 0.68471 0.4 -0.1 0.1 -0.197
C 2.24761 -3.07237 0.88990 0.1 -0.2 0.2 -0.717
C 3.91002 -4.57402 2.59108 0.1 0.0 0.1 -0.974
C 1.38479 -1.90039 2.74239 0.0 0.1 -0.1 -0.558
C 3.13900 -3.21087 4.53999 0.0 0.0 0.0 -1.769
C -3.74775 2.73947 0.57600 -0.1 0.1 -0.1 0.261
C 1.41856 2.82968 0.73868 0.2 -0.1 0.1 -0.129
C -2.51159 -2.92568 0.95062 0.0 0.1 0.0 -1.041
C -1.57495 -0.49230 -3.30240 0.4 -0.1 -0.1 0.494
C -0.12292 1.28183 -2.17289 -0.4 -0.3 0.1 -0.159
C 3.04359 -4.29554 -1.00683 0.0 0.0 -0.1 -0.887
C -1.72952 -1.51275 -4.19958 0.1 0.0 0.0 -0.803
C -0.37519 0.26842 -3.17275 0.0 0.0 0.0 0.245
C 0.90676 -1.02057 0.57115 -0.2 0.1 -0.3 -0.604
C -2.74607 4.48838 -3.09853 0.1 -0.1 0.0 -1.042
C 2.72400 -3.88831 3.24442 -0.2 0.1 -0.2 0.428
C -2.91950 -0.34131 1.76580 0.0 -0.1 0.1 0.817
C 2.16962 3.69851 1.50311 -0.3 0.1 -0.2 -1.272
C 0.77168 -0.94463 1.95730 0.1 -0.1 0.2 0.770
C -1.96454 3.51549 -2.49833 -0.2 0.1 0.0 -0.207
C -3.20858 -2.68477 2.13254 0.0 -0.1 0.0 -0.478
C 1.97133 1.79268 -3.37040 0.0 0.1 0.1 -1.401
C 0.32259 5.21256 1.41752 -0.2 -0.1 -0.1 0.068
C -3.91399 4.90575 -2.48304 -0.1 0.0 0.0 -0.599
C 1.67317 -2.12755 0.03232 -0.1 0.1 -0.1 0.227
C 2.47465 -3.33286 -1.84595 0.1 -0.2 0.0 -0.196
C 1.79462 -2.25848 -1.36241 0.0 0.0 0.1 0.373
C 1.61003 4.91917 1.84575 0.1 0.1 0.1 -0.267
C -0.31648 6.46404 1.72567 0.1 -0.1 0.0 -0.360
C 1.80351 0.74970 -4.21893 -0.1 -0.1 0.0 -0.962
H 2.53784 0.50842 -4.97631 0.0 0.0 0.0 0.423
H -2.34490 -3.92684 0.58066 0.0 0.0 0.0 0.529
H 1.23603 2.85720 -1.69336 0.0 0.0 0.0 0.690
H 1.26824 -1.81835 3.81116 0.0 0.0 0.0 0.676
H -5.15192 4.59321 -0.71826 0.0 0.0 0.0 0.620
H -4.54087 5.66135 -2.93641 0.0 0.0 0.0 0.455
H -3.95733 -1.15957 3.44916 0.0 0.0 0.0 0.541
H -0.80243 -2.65863 -5.77913 0.0 0.0 0.0 0.446
H -1.06123 3.17205 -2.97336 0.0 0.0 0.0 0.579
H 4.71067 -3.84395 2.44070 0.0 0.0 0.0 0.346
H 1.35655 -1.52051 -2.02154 0.0 0.0 0.0 0.346
H -1.40448 4.45550 0.38711 0.0 0.0 0.0 0.516
H 2.77732 -6.00092 1.46039 0.0 0.0 0.0 0.326
H 3.76835 -2.34259 4.34226 0.0 0.0 0.0 0.396
H -3.59394 -3.50915 2.71707 0.0 0.0 0.0 0.439
H -1.49256 -1.96887 -0.68555 0.0 0.0 0.0 0.316
H 4.37264 -5.69740 0.80064 0.0 0.0 0.0 0.476
H 2.30334 -2.90758 5.16557 0.0 0.0 0.0 0.531
H -2.50673 1.33181 3.01801 0.0 0.0 0.0 0.222
H 3.16698 3.42283 1.80910 0.0 0.0 0.0 0.479
H 2.15527 5.64048 2.43927 0.0 0.0 0.0 0.530
H 1.25833 -1.30029 -5.76200 0.0 0.0 0.0 0.434
H 4.28420 -5.32062 3.29154 0.0 0.0 0.0 0.389
H -2.42385 4.89725 -4.04515 0.0 0.0 0.0 0.510
H -2.66947 -2.04223 -4.25144 0.0 0.0 0.0 0.485
H -4.16302 1.27200 2.38832 0.1 0.0 0.0 0.805
H 2.84740 2.42492 -3.43870 0.0 0.0 0.0 0.451
H 1.94815 -4.63358 3.44617 0.0 0.0 0.0 0.155
H 1.82032 1.87325 0.42538 -0.1 0.0 0.0 0.520
H 3.57100 -5.12929 -1.45207 0.0 0.0 0.0 0.534
H 3.72220 -3.92616 5.11889 0.0 0.0 0.0 0.437

=====

Entry 2:
24
Properties=species:S:1:pos:R:3:forces:R:3:mulliken_charge:R:1 method="wB97M-V/def2-TZVPD" gap_ev=6.51 charge=-1 homo_energy_ev=-3.7 energy_ha=-2491.72512
Au -3.15577 0.45872 -2.32818 0.5 0.3 0.2 -0.069
Cl -1.51651 -2.00664 -0.03081 -0.2 1.0 0.6 -0.168
Cl -3.59671 -2.09814 1.87107 -0.7 0.0 0.7 -0.191
Cl 3.97916 -1.12868 -0.77131 -0.1 0.0 0.4 -0.346
Cl 2.19614 0.63625 4.06705 0.3 0.0 -0.1 -0.253
O -0.12667 1.42439 2.55953 -1.5 1.0 0.3 -0.743
N -0.53130 1.19840 -0.22093 1.3 0.0 3.1 -0.380
C 0.70244 0.94258 1.82010 2.6 -2.8 -0.6 0.045
C 1.21200 -0.22242 -1.77341 1.7 -1.5 -0.2 -0.758
C -0.67679 1.07420 -1.45821 -1.5 -1.5 -4.0 -0.568
C 1.99146 0.41155 2.34478 0.1 0.5 -0.4 0.376
C -2.66145 -0.93266 0.97821 1.9 -1.2 0.2 0.106
C 0.54304 0.58902 0.37185 -0.8 1.5 0.9 0.268
C 3.02800 -0.17585 1.58700 -1.7 0.3 1.3 -0.720
C 2.69495 -0.43323 0.29165 1.4 -1.0 -2.6 0.856
C 1.51726 -0.09966 -0.38959 -0.6 1.3 1.0 -0.073
C 0.06168 0.20209 -2.33863 0.2 1.2 1.5 -0.281
H -2.13884 -0.20956 1.64562 -0.1 -0.7 -0.7 0.189
H 2.00755 -0.70478 -2.33993 -0.5 -0.2 -0.2 0.319
H 3.97496 -0.52452 2.03564 -0.7 0.4 -0.3 0.369
H -1.44150 1.71574 -1.89879 -0.5 0.3 -0.4 0.718
H -4.59975 0.39549 -2.90296 -0.2 -0.2 -0.1 -0.062
H -0.21340 -0.02320 -3.35382 0.0 0.3 -0.2 0.329
H -3.24998 -0.48909 0.23407 -0.9 0.8 -0.7 0.036

=====

Entry 3:
44
Properties=species:S:1:pos:R:3:forces:R:3:mulliken_charge:R:1 method="wB97M-V/def2-TZVPD" gap_ev=8.25 charge=+2 homo_energy_ev=-15.3 energy_ha=-2259.86659
Y 0.02714 -0.21020 0.12776 0.2 1.7 -0.5 1.220
Cl 0.34108 2.21265 0.65315 -0.1 -0.9 0.0 -0.386
Cl 1.05062 4.25834 -2.38491 0.0 -0.1 0.1 -0.176
P 2.70168 -0.18361 -0.31542 0.4 -0.1 -0.2 0.442
P -2.60282 0.51340 0.30931 -0.9 0.2 0.0 0.464
O 0.61250 2.12781 -3.80912 0.0 1.7 0.1 -0.478
N 0.03928 -1.54355 1.90052 0.2 -0.7 0.7 -0.054
N -1.03773 -1.91091 2.64380 0.4 0.1 -0.1 0.017
C 0.61714 3.33793 -3.84305 0.0 -1.4 0.0 0.737
C 3.45976 0.36311 1.25788 0.0 0.1 0.0 -0.998
C 3.20021 0.94915 -1.65336 0.1 0.0 -0.1 -0.972
C -2.86298 1.21599 1.98414 0.1 0.1 0.0 -1.028
C 0.68214 -2.99499 3.47959 0.0 -0.1 0.1 -1.357
C -3.11354 1.78386 -0.90703 0.1 0.0 -0.1 -1.074
C -0.69706 -2.77598 3.60435 0.5 0.1 -0.3 0.097
C 1.11381 -2.21879 2.41026 -1.8 0.3 0.1 -0.291
C 0.28313 4.22415 -4.99608 -0.1 -0.4 -0.4 -1.024
C -3.69451 -0.95455 0.12872 -0.1 0.2 -0.1 -1.082
C 3.25083 -1.89479 -0.68068 0.2 0.1 -0.1 -1.021
H -2.98983 1.39101 -1.92237 -0.2 -0.1 0.2 0.363
H -3.41417 -1.75706 0.82536 -0.1 0.3 0.0 0.341
H 1.12469 4.86682 -5.26495 -0.1 0.0 0.2 0.332
H -2.44125 2.64624 -0.84463 -0.1 -0.1 0.3 0.320
H 1.31001 -3.63173 4.07814 -0.1 -0.1 0.1 0.428
H 2.91653 -2.59892 0.09424 0.2 0.3 -0.1 0.320
H -3.88975 1.54790 2.14648 0.0 -0.1 -0.1 0.417
H 4.28587 0.98920 -1.77057 -0.1 0.0 0.0 0.438
H -4.14459 2.11923 -0.77424 0.1 -0.1 0.1 0.397
H 4.33697 -1.95839 -0.78999 -0.1 -0.1 0.0 0.402
H -2.18283 2.06251 2.11993 -0.2 0.0 -0.2 0.349
H 2.07438 -2.06473 1.94682 0.0 -0.2 0.3 0.602
H 3.17855 -0.27885 2.10086 0.1 0.0 -0.3 0.314
H -0.58434 4.84446 -4.76064 0.2 0.0 0.1 0.335
H -4.75288 -0.71569 0.26618 0.1 -0.1 0.0 0.386
H -3.53431 -1.37280 -0.87388 -0.2 0.2 0.1 0.350
H -1.95566 -1.52302 2.42754 0.4 -0.3 0.3 0.086
H -2.59696 0.51316 2.78174 -0.1 -0.1 -0.2 0.314
H 3.06723 1.35264 1.51421 0.1 0.0 -0.2 0.342
H 2.80446 1.95214 -1.46122 0.1 -0.1 0.3 0.208
H 2.72354 0.65537 -2.59490 0.2 -0.2 0.1 0.348
H 2.75475 -2.21984 -1.60544 0.3 0.1 0.1 0.353
H 0.04183 3.58726 -5.84359 0.0 0.0 -0.1 0.300
H 4.54832 0.40246 1.19077 0.0 0.0 0.0 0.433
H -1.45930 -3.15072 4.27374 0.3 -0.1 0.1 0.485